{"formula": "C15H56N4O13", "method": "the ωB97M-V functional and the def2-TZVPD basis", "species": ["C", "C", "O", "H", "H", "H", "H", "H", "H", "C", "C", "O", "H", "H", "H", "H", "H", "H", "C", "O", "N", "N", "H", "H", "H", "H", "C", "O", "N", "N", "H", "H", "H", "H", "C", "O", "H", "H", "H", "H", "C", "O", "H", "H", "H", "H", "C", "O", "H", "H", "H", "H", "C", "O", "H", "H", "H", "H", "C", "O", "H", "H", "H", "H", "C", "O", "H", "H", "H", "H", "C", "O", "H", "H", "H", "H", "C", "O", "H", "H", "H", "H", "C", "O", "H", "H", "H", "H"], "coordinates": [[-2.48, -1.44, -1.53], [-3.85, -2.07, -1.49], [-3.96, -2.91, -2.55], [-2.38, -0.75, -0.77], [-2.32, -1.07, -2.53], [-1.70, -2.17, -1.46], [-4.68, -1.30, -1.56], [-4.00, -2.57, -0.57], [-4.87, -3.23, -2.60], [-1.50, 2.50, 3.58], [-0.85, 1.66, 4.64], [0.54, 1.67, 4.31], [-0.94, 3.45, 3.52], [-2.51, 2.68, 3.89], [-1.43, 2.00, 2.65], [-1.27, 0.72, 4.59], [-1.14, 2.05, 5.60], [0.67, 0.96, 3.66], [0.49, 0.24, -0.51], [-0.27, 1.27, 0.00], [0.30, -0.99, -0.20], [1.54, 0.38, -1.26], [-0.53, -1.27, 0.41], [0.98, -1.71, -0.52], [1.58, 1.35, -1.63], [2.16, -0.31, -1.67], [2.97, -2.44, -1.40], [4.12, -2.24, -0.70], [1.88, -3.07, -0.93], [2.83, -1.85, -2.53], [2.10, -3.49, -0.07], [1.30, -3.62, -1.55], [3.56, -1.22, -2.90], [2.08, -2.13, -3.12], [2.64, -0.60, 2.44], [1.33, -0.12, 2.43], [2.68, -1.58, 2.92], [3.23, 0.12, 2.94], [2.98, -0.61, 1.39], [0.94, -0.52, 1.65], [-1.53, -5.29, 1.02], [-1.10, -4.33, 0.12], [-0.65, -6.02, 0.87], [-2.45, -5.77, 0.74], [-1.76, -4.98, 2.08], [-1.21, -3.49, 0.61], [1.65, 3.68, 2.02], [2.50, 4.04, 0.95], [2.13, 3.19, 2.85], [0.96, 2.89, 1.65], [1.13, 4.63, 2.44], [2.98, 3.28, 0.58], [0.30, -0.39, -4.13], [0.32, -1.40, -3.22], [1.06, 0.39, -3.92], [-0.59, 0.20, -3.98], [0.26, -0.69, -5.14], [0.38, -0.93, -2.38], [-0.98, -1.96, 2.91], [-1.60, -2.23, 1.70], [0.04, -2.34, 3.07], [-1.55, -2.43, 3.68], [-1.06, -0.90, 3.24], [-2.57, -2.36, 1.92], [4.63, 1.12, -0.67], [3.56, 1.82, 0.00], [4.83, 0.23, -0.21], [5.57, 1.60, -0.56], [4.46, 1.03, -1.74], [2.86, 1.23, -0.06], [1.24, 3.55, -1.82], [1.66, 2.59, -2.74], [1.91, 4.35, -1.68], [1.06, 3.02, -0.90], [0.28, 3.94, -2.11], [1.63, 3.03, -3.55], [-1.90, 2.30, -2.75], [-2.04, 3.43, -3.58], [-2.20, 1.36, -3.23], [-2.49, 2.39, -1.85], [-0.92, 2.06, -2.39], [-2.95, 3.62, -3.55], [-3.59, 0.58, 1.32], [-3.16, 1.65, 0.50], [-4.05, -0.31, 0.86], [-4.30, 1.06, 2.01], [-2.76, 0.14, 1.90], [-2.21, 1.68, 0.51]], "lowdin_charge": [-0.0705, -0.3601, -0.0457, 0.0349, 0.0767, 0.0543, 0.1348, 0.0859, 0.0938, -0.0742, -0.3057, -0.0841, 0.0853, 0.0717, 0.0395, 0.0602, 0.1092, 0.0306, -0.6120, -0.0712, 0.1599, 0.1761, 0.1237, 0.0705, 0.0792, 0.0829, -0.6077, -0.0760, 0.1619, 0.1557, 0.1162, 0.1445, 0.1651, 0.0994, -0.1108, -0.1550, 0.0850, 0.0872, 0.0707, 0.0249, -0.1877, -0.1552, 0.1095, 0.0591, 0.0894, 0.0119, -0.1758, -0.1576, 0.0559, 0.0573, 0.1087, 0.0174, -0.1578, -0.1354, 0.0851, 0.0573, 0.0830, 0.0302, -0.1305, -0.1701, 0.1066, 0.0829, 0.0726, 0.1451, -0.0797, -0.1056, 0.0369, 0.0767, 0.0816, 0.0011, -0.1282, -0.1199, 0.0807, 0.0591, 0.0781, 0.0806, -0.1680, -0.0798, 0.0681, 0.0750, 0.0388, 0.0565, -0.1637, -0.1129, 0.0598, 0.0881, 0.0597, 0.0079], "e_lumo_ev": 0.0, "e_tot_ev": -49034.974, "orbital_gap_ev": 8.69, "e_above_lowest_kj_mol": 49.50}